No. 1
Computed, not measured: a molecular structure, C50H58IN3O4SSeSn at a distorted geometry, with wB97M-V/def2-TZVPD.

Output
**Net charge**: -2
**ΔE to the lowest compared entry with this formula, charge and spin**: 31.6 kcal/mol
**Kohn-Sham gap**: 5.148 eV
**E_HOMO**: -1.523 eV

Atoms and positions in Å:
Sn1 0.417 -0.264 -1.805
C1 -4.021 -0.777 5.165
C2 -4.556 -0.261 3.817
C3 -4.864 1.230 3.962
C4 -5.872 -0.984 3.517
C5 -3.548 -0.522 2.686
C6 -2.937 0.472 1.957
C7 -2.032 0.170 0.951
Se1 -1.391 1.588 -0.150
C8 0.095 2.060 0.962
C9 -0.178 2.788 2.103
C10 0.830 3.192 2.977
C11 2.118 2.834 2.587
C12 2.459 2.109 1.439
C13 1.392 1.616 0.617
O1 1.613 0.824 -0.390
C14 3.950 1.861 1.200
C15 4.723 3.207 1.344
C16 4.301 1.298 -0.183
C17 4.493 0.894 2.263
C18 0.466 3.944 4.259
C19 -0.509 3.089 5.106
C20 1.698 4.229 5.122
C21 -0.230 5.294 3.938
C22 -1.666 -1.161 0.589
O2 -0.816 -1.393 -0.378
C23 -2.312 -2.198 1.345
C24 -3.213 -1.827 2.353
C25 -2.085 -3.722 1.192
C26 -3.427 -4.442 0.966
C27 -1.462 -4.229 2.494
C28 -1.174 -4.109 0.051
H1 -4.798 -0.614 5.936
H2 -3.132 -0.198 5.471
H3 -3.758 -1.825 5.130
H4 -5.607 1.351 4.754
H5 -5.254 1.640 3.028
H6 -3.974 1.796 4.245
H7 -6.638 -0.797 4.287
H8 -5.713 -2.058 3.419
H9 -6.261 -0.639 2.557
H10 -3.143 1.524 2.132
H11 -1.214 3.053 2.316
H12 2.958 3.097 3.231
H13 4.391 3.918 0.584
H14 5.788 3.031 1.222
H15 4.563 3.709 2.303
H16 3.842 1.877 -0.972
H17 3.989 0.261 -0.333
H18 5.397 1.347 -0.321
H19 4.435 1.376 3.256
H20 5.534 0.606 2.047
H21 3.881 -0.007 2.272
H22 -0.027 2.162 5.463
H23 -1.405 2.811 4.547
H24 -0.810 3.651 6.004
H25 2.222 3.314 5.418
H26 1.414 4.746 6.052
H27 2.381 4.884 4.581
H28 -1.099 5.121 3.305
H29 0.486 5.969 3.453
H30 -0.584 5.730 4.897
H31 -3.681 -2.624 2.914
H32 -4.157 -4.221 1.744
H33 -3.268 -5.535 0.924
H34 -3.850 -4.130 0.014
H35 -2.138 -4.060 3.342
H36 -0.521 -3.695 2.712
H37 -1.250 -5.298 2.408
H38 -1.539 -3.767 -0.915
H39 -1.105 -5.215 0.024
H40 -0.167 -3.701 0.206
C29 3.266 -4.287 -0.148
C30 2.350 -5.297 -0.372
C31 1.440 -5.106 -1.393
C32 1.377 -3.981 -2.210
C33 2.367 -2.979 -1.989
C34 3.279 -3.157 -0.938
C35 0.214 -3.872 -3.128
C36 -0.339 -5.031 -3.755
C37 -1.422 -4.905 -4.596
C38 -1.987 -3.629 -4.817
C39 -3.069 -3.373 -5.700
C40 -3.497 -2.095 -5.934
C41 -2.840 -1.019 -5.304
C42 -1.828 -1.245 -4.416
C43 -1.395 -2.551 -4.121
N1 -0.363 -2.713 -3.261
H41 3.973 -4.336 0.673
H42 2.320 -6.196 0.232
H43 0.636 -5.805 -1.506
H44 3.964 -2.348 -0.736
H45 0.111 -6.006 -3.566
H46 -1.835 -5.791 -5.091
H47 -3.517 -4.227 -6.184
H48 -4.340 -1.917 -6.594
H49 -3.124 0.000 -5.510
H50 -1.309 -0.423 -3.940
O3 2.525 -1.816 -2.631
O4 2.081 -1.787 -4.031
I1 -2.168 4.674 -3.590
C44 -1.339 2.702 -2.864
H51 -2.282 2.514 -2.335
H52 -1.502 2.177 -3.841
N2 4.742 5.223 -5.351
C45 4.505 3.994 -5.847
S1 5.302 3.508 -7.219
C46 3.525 3.214 -5.081
C47 3.026 2.045 -5.595
C48 2.130 1.272 -4.838
N3 1.658 1.694 -3.683
C49 2.059 2.865 -3.188
C50 3.034 3.619 -3.839
H53 5.423 5.861 -5.737
H54 4.299 5.493 -4.475
H55 3.346 1.673 -6.558
H56 1.842 0.264 -5.131
H57 1.597 3.170 -2.253
H58 3.316 4.535 -3.324

No. 2
Computed, not measured: 8 unconnected molecules or ions with the total composition C50H61BBr3N2O5PSi2 at a distorted geometry, with wB97M-V/def2-TZVPD.

Output
**Structure (SMILES)**: CCOB(O)[Si@](N)(N=C(C)C)O[Si@](Br)(/C(Br)=C(/C)Br)P(O)O.c1ccccc1.c1ccccc1.c1ccccc1.c1ccccc1.c1ccccc1.c1ccccc1.c1ccccc1
**Kohn-Sham gap**: 8.239 eV
**E_HOMO**: -7.844 eV

Atoms and positions in Å:
C1 -5.464 -5.315 5.132
C2 -4.911 -3.918 4.935
O1 -4.275 -3.834 3.657
B1 -4.192 -2.642 2.969
O2 -5.307 -1.865 2.760
Si1 -2.430 -2.045 2.158
N1 -2.706 -1.837 0.449
N2 -1.219 -3.146 2.611
C3 -1.147 -4.405 2.522
C4 -1.300 -5.173 1.230
C5 -0.866 -5.260 3.732
O3 -2.012 -0.563 2.789
Si2 -1.038 0.611 2.246
Br1 0.822 -0.154 1.318
C6 -0.624 1.703 3.712
Br2 -1.145 3.515 3.563
C7 -0.030 1.344 4.842
C8 0.260 2.214 6.025
Br3 0.497 -0.464 5.026
P1 -1.995 1.633 0.410
O4 -3.311 2.328 1.090
O5 -1.089 3.003 0.176
H1 -6.336 -5.472 4.494
H2 -5.756 -5.471 6.172
H3 -4.716 -6.066 4.870
H4 -5.710 -3.174 5.018
H5 -4.168 -3.682 5.703
H6 -6.122 -2.385 2.806
H7 -3.341 -2.541 0.089
H8 -1.857 -1.880 -0.107
H9 -1.366 -4.502 0.375
H10 -0.465 -5.862 1.090
H11 -2.222 -5.766 1.272
H12 -0.469 -4.644 4.537
H13 -0.159 -6.062 3.501
H14 -1.804 -5.733 4.039
H15 0.702 1.641 6.836
H16 -0.667 2.665 6.389
H17 0.940 3.022 5.747
H18 -3.667 3.007 0.500
H19 -0.282 2.808 -0.320
C9 2.936 -5.074 -0.481
C10 2.750 -4.555 0.793
C11 2.638 -5.409 1.881
C12 2.710 -6.783 1.695
C13 2.887 -7.303 0.419
C14 3.000 -6.448 -0.668
H20 3.023 -4.406 -1.329
H21 2.686 -3.484 0.939
H22 2.492 -5.001 2.874
H23 2.626 -7.450 2.544
H24 2.936 -8.374 0.272
H25 3.132 -6.853 -1.664
C15 -1.317 6.678 -1.984
C16 -1.839 7.265 -3.128
C17 -2.924 6.687 -3.772
C18 -3.483 5.518 -3.272
C19 -2.953 4.929 -2.132
C20 -1.871 5.507 -1.483
H26 -0.472 7.132 -1.480
H27 -1.397 8.174 -3.518
H28 -3.333 7.144 -4.664
H29 -4.327 5.064 -3.774
H30 -3.382 4.006 -1.758
H31 -1.459 5.043 -0.599
C21 -9.597 -6.225 0.886
C22 -8.543 -5.431 1.317
C23 -7.259 -5.956 1.379
C24 -7.029 -7.275 1.012
C25 -8.084 -8.069 0.586
C26 -9.367 -7.544 0.522
H32 -10.597 -5.815 0.834
H33 -8.725 -4.403 1.604
H34 -6.434 -5.339 1.714
H35 -6.027 -7.682 1.059
H36 -7.906 -9.098 0.302
H37 -10.189 -8.163 0.188
C27 2.047 4.918 -0.055
C28 2.522 5.392 -1.270
C29 3.888 5.544 -1.467
C30 4.773 5.224 -0.445
C31 4.294 4.759 0.772
C32 2.928 4.606 0.968
H38 0.979 4.805 0.090
H39 1.827 5.639 -2.064
H40 4.262 5.910 -2.414
H41 5.839 5.341 -0.597
H42 4.985 4.519 1.570
H43 2.548 4.245 1.915
C33 -0.820 -7.197 -4.472
C34 -0.447 -6.070 -3.753
C35 0.874 -5.645 -3.767
C36 1.823 -6.348 -4.496
C37 1.451 -7.478 -5.211
C38 0.130 -7.902 -5.200
H44 -1.851 -7.527 -4.466
H45 -1.186 -5.523 -3.182
H46 1.163 -4.766 -3.206
H47 2.853 -6.014 -4.507
H48 2.191 -8.028 -5.778
H49 -0.161 -8.782 -5.759
C39 8.443 3.627 0.317
C40 8.922 4.100 -0.897
C41 10.288 4.254 -1.090
C42 11.173 3.935 -0.070
C43 10.693 3.465 1.145
C44 9.328 3.310 1.338
H50 7.377 3.502 0.465
H51 8.231 4.348 -1.692
H52 10.662 4.621 -2.037
H53 12.238 4.053 -0.222
H54 11.384 3.220 1.941
H55 8.953 2.943 2.285
C45 0.373 10.610 -4.736
C46 0.946 11.105 -5.900
C47 2.326 11.189 -6.011
C48 3.134 10.780 -4.959
C49 2.562 10.289 -3.794
C50 1.181 10.204 -3.684
H56 -0.705 10.543 -4.650
H57 0.316 11.426 -6.719
H58 2.773 11.573 -6.919
H59 4.211 10.844 -5.048
H60 3.191 9.973 -2.972
H61 0.735 9.820 -2.775